{"formula": "C6H6N2S", "method": "ωB97M-V with the def2-TZVPD basis set", "species": ["C", "C", "C", "C", "C", "C", "N", "N", "S", "H", "H", "H", "H", "H", "H"], "xyz": [[3.490652, -1.348989, -0.115407], [1.730682, 1.804328, 0.443915], [3.181398, -0.029246, -0.282859], [-0.643688, 0.453870, -0.071927], [-2.183578, -1.133685, 0.116252], [-2.045841, 0.317191, -0.422773], [3.887277, -2.442436, -0.098669], [2.498479, 0.801468, 0.242499], [0.037541, 1.918736, -0.357956], [1.951611, 2.858433, 0.772710], [-1.323511, -1.774790, 0.070629], [-3.063272, -1.651966, -0.262757], [-2.453576, -1.136539, 1.215667], [-2.747059, 0.903450, 0.175076], [-2.317120, 0.460176, -1.424403]], "forces_ev_per_a": [[0.901, -1.736, 0.512], [-1.050, 0.808, -0.909], [0.024, -0.300, -0.866], [2.156, 2.430, 0.183], [-3.056, -0.704, 1.218], [-0.262, -2.735, 2.331], [-0.444, 0.842, -0.001], [-1.254, 2.630, 0.358], [1.241, -0.357, 0.669], [0.585, -1.739, 0.231], [0.406, 0.067, -0.591], [-0.073, -0.253, -0.526], [0.608, 0.484, -0.927], [0.372, 0.522, 0.013], [-0.153, 0.041, -1.696]], "total_charge": 0}

***

{"formula": "C31H66F2N6O15P3", "method": "ωB97M-V with the def2-TZVPD basis set", "species": ["C", "C", "C", "C", "C", "N", "N", "C", "N", "C", "C", "F", "N", "C", "C", "C", "N", "O", "C", "O", "N", "C", "O", "F", "H", "H", "H", "H", "H", "H", "H", "H", "H", "H", "H", "H", "H", "H", "H", "H", "H", "H", "H", "H", "H", "O", "P", "O", "C", "C", "O", "C", "C", "O", "C", "C", "H", "H", "H", "H", "H", "H", "H", "H", "H", "H", "H", "H", "H", "H", "H", "O", "P", "O", "C", "C", "O", "C", "C", "O", "C", "C", "H", "H", "H", "H", "H", "H", "H", "H", "H", "H", "H", "H", "H", "H", "H", "O", "P", "O", "C", "C", "O", "C", "C", "O", "C", "C", "H", "H", "H", "H", "H", "H", "H", "H", "H", "H", "H", "H", "H", "H", "H"], "xyz": [[1.909370, 3.317282, 2.447618], [2.156178, 4.426076, 1.760244], [2.571122, 5.547553, 0.682960], [3.209547, 4.963697, -0.681422], [4.092280, 3.624550, -0.504863], [4.582204, 3.026784, -1.782304], [5.725661, 2.235669, -1.616593], [3.505202, 2.254712, -2.504239], [3.127213, 2.835743, -3.665911], [2.139673, 2.221975, -4.599877], [2.783651, 1.049118, -5.558965], [2.820567, 1.509242, -6.949498], [3.026053, 0.968098, -2.023406], [1.607440, 0.821526, -1.657763], [0.861230, 2.058394, -0.962773], [-0.076741, 2.939826, -1.943131], [-1.549150, 2.624643, -1.993091], [0.311636, 3.923234, -2.664290], [3.656109, -0.220894, -2.623780], [2.885479, -1.063903, -3.216147], [5.110903, -0.554821, -2.601806], [5.379773, -1.139218, -1.238782], [6.561398, -1.189400, -0.787062], [4.215054, -1.648730, -0.536410], [1.807896, 2.242338, 2.874580], [1.578926, 6.080458, 0.380593], [3.300238, 6.332319, 1.097397], [3.899272, 5.768875, -1.170828], [2.383432, 4.747276, -1.452800], [5.039523, 3.935472, 0.105605], [3.590787, 2.786321, 0.110413], [5.617528, 1.606599, -0.799708], [6.499099, 2.911831, -1.449605], [3.551310, 3.749631, -3.954312], [1.833707, 3.061449, -5.353751], [1.159572, 1.860870, -4.130591], [2.215994, 0.054260, -5.486281], [3.897008, 0.972729, -5.221960], [0.933490, 0.473856, -2.548524], [1.536436, -0.068040, -0.901005], [1.517535, 2.794981, -0.377806], [0.129574, 1.599801, -0.174210], [-1.871441, 2.865380, -1.021656], [-1.979996, 3.387026, -2.571680], [5.230926, -1.366626, -3.256706], [-4.992940, 4.748714, -0.358272], [-6.409457, 4.154580, -0.317175], [-6.217121, 3.155268, -1.622846], [-5.503643, 1.944637, -1.429945], [-6.296807, 0.949454, -0.602762], [-7.149068, 5.416668, -1.105457], [-6.569758, 6.716436, -1.079933], [-5.664733, 6.931718, -2.282089], [-7.993943, 3.497269, -0.183537], [-8.494458, 3.430280, 1.151558], [-8.597571, 4.801308, 1.793405], [-4.534159, 2.149742, -0.969853], [-5.317532, 1.519746, -2.421726], [-6.386498, 1.292954, 0.433772], [-5.806342, -0.026450, -0.590641], [-7.310575, 0.832571, -0.993632], [-6.038003, 6.883172, -0.138873], [-7.385316, 7.444161, -1.110323], [-4.987788, 6.088978, -2.449684], [-5.065428, 7.838086, -2.156458], [-6.259961, 7.033260, -3.191692], [-7.846233, 2.777228, 1.744200], [-9.483647, 2.967550, 1.107638], [-7.609507, 5.260245, 1.907127], [-9.051111, 4.727948, 2.784936], [-9.196376, 5.475095, 1.176218], [1.562046, -4.171411, 5.548288], [2.192385, -2.785752, 5.348293], [2.320107, -2.416382, 6.955625], [3.388528, -2.999031, 7.687827], [4.728868, -2.403922, 7.296550], [0.764663, -1.989368, 5.045416], [-0.359109, -2.701141, 4.538467], [-1.252667, -3.182896, 5.669604], [2.938005, -1.262099, 5.049126], [3.744778, -1.222242, 3.874498], [2.939725, -1.504755, 2.619153], [3.388990, -4.082715, 7.553543], [3.200203, -2.795704, 8.746812], [5.001917, -2.702510, 6.278100], [5.518702, -2.746201, 7.968649], [4.695109, -1.311621, 7.315425], [-0.035658, -3.527740, 3.899107], [-0.925700, -2.016654, 3.900534], [-0.685172, -3.658331, 6.474645], [-1.993107, -3.897390, 5.298789], [-1.780064, -2.340453, 6.121485], [4.561785, -1.943258, 3.976536], [4.186502, -0.224000, 3.813692], [2.538816, -2.523663, 2.627466], [3.564552, -1.395724, 1.729409], [2.087802, -0.824175, 2.542564], [0.089424, -7.046573, -2.976328], [-0.002217, -5.953829, -1.901826], [-1.503681, -6.375167, -1.349552], [-1.601313, -7.494350, -0.480585], [-1.022747, -7.194285, 0.890245], [-0.473381, -4.737552, -2.933127], [-0.149898, -4.806831, -4.317315], [-1.273591, -5.459037, -5.106080], [-0.016563, -4.732884, -0.687502], [1.267931, -4.414270, -0.156824], [2.209868, -3.880106, -1.220545], [-1.112314, -8.361760, -0.928780], [-2.665600, -7.729183, -0.378159], [0.065918, -7.082483, 0.834370], [-1.240438, -8.003096, 1.591052], [-1.423835, -6.259742, 1.290812], [0.801588, -5.325597, -4.465443], [-0.006485, -3.783558, -4.676572], [-1.635405, -6.376708, -4.633769], [-0.944045, -5.698410, -6.121165], [-2.131951, -4.787226, -5.169819], [1.690606, -5.305776, 0.317003], [1.123025, -3.659759, 0.621271], [2.421663, -4.640643, -1.979329], [3.158893, -3.576157, -0.774401], [1.767847, -3.024459, -1.737069]], "forces_ev_per_a": [[1.701, 5.306, -4.301], [-0.534, -6.009, 2.488], [-0.963, -0.335, 0.284], [0.204, -0.684, -0.775], [0.145, 0.701, 1.688], [-2.463, 0.107, -0.770], [0.586, -0.247, 0.387], [1.726, 2.014, -1.288], [-0.134, -2.207, 2.475], [-1.208, 0.049, -2.805], [1.032, 0.988, 0.115], [-0.315, -0.790, 2.794], [2.109, 0.756, -1.207], [-2.930, -1.482, 0.317], [-1.135, 0.474, 0.396], [-0.988, 2.802, -2.074], [2.449, 1.850, 1.346], [-0.364, -4.154, 2.675], [-3.357, -4.101, -3.232], [3.212, 3.995, 2.739], [-2.536, -0.709, 2.875], [5.123, -0.036, 1.373], [-7.168, -0.067, -1.971], [2.967, 1.656, -1.771], [0.070, 2.783, -0.685], [1.881, -0.799, 0.671], [-1.276, -1.391, -0.203], [-1.262, -1.396, 1.031], [1.018, 0.362, 1.227], [-1.587, -0.720, -1.234], [0.480, 1.446, -0.650], [0.327, 0.592, -0.327], [-0.669, -0.966, -0.174], [-0.331, -1.099, 0.822], [0.535, -1.480, 1.524], [1.817, 0.670, -0.254], [0.900, 1.671, -0.261], [-1.912, -0.296, -0.807], [1.417, 0.590, 1.463], [0.453, 1.641, -1.436], [-0.779, -1.186, -0.954], [1.400, 0.754, -1.493], [0.024, -0.882, -0.929], [0.653, -0.952, 0.426], [-0.278, 0.966, 0.484], [-0.835, -1.661, 4.003], [-1.110, 2.460, -9.274], [0.253, -0.328, 0.686], [-0.177, -0.372, -0.286], [-0.050, -0.058, 0.193], [-0.179, -0.176, 1.427], [0.349, 0.301, -0.200], [0.089, 0.005, -0.214], [2.255, -0.205, 3.031], [-0.607, 0.072, 0.488], [-0.090, 0.079, -0.044], [0.113, 0.008, 0.031], [-0.038, 0.206, 0.066], [0.012, -0.090, 0.006], [0.007, 0.061, 0.013], [0.163, 0.027, -0.035], [0.050, -0.070, -0.175], [-0.100, -0.218, -0.005], [-0.059, 0.089, 0.261], [-0.081, -0.048, -0.026], [-0.016, 0.055, 0.056], [-0.168, -0.083, 0.086], [0.141, -0.015, -0.163], [0.056, 0.011, 0.073], [0.078, 0.008, -0.071], [0.027, -0.110, 0.054], [3.577, -0.171, -2.713], [-6.896, 3.309, 6.006], [0.609, -0.315, -0.540], [0.260, 0.129, 0.435], [0.120, 0.040, -0.135], [0.900, -0.111, -1.191], [-0.399, -0.332, 0.174], [-0.112, -0.022, 0.182], [1.670, -2.777, -1.683], [0.154, 0.333, -0.361], [-0.049, 0.077, -0.133], [-0.033, -0.069, 0.024], [-0.147, -0.007, -0.199], [0.088, -0.025, 0.035], [-0.057, -0.026, -0.054], [-0.041, -0.128, 0.076], [-0.031, -0.005, 0.192], [0.169, 0.143, 0.066], [0.056, -0.046, -0.284], [0.045, 0.084, 0.026], [-0.013, -0.005, -0.079], [0.129, 0.137, -0.124], [-0.044, -0.062, 0.170], [0.012, -0.042, -0.048], [-0.030, -0.067, 0.103], [0.048, -0.032, 0.056], [3.596, 0.038, 2.672], [-8.606, 2.170, -3.810], [0.749, -0.206, 0.325], [-0.335, -0.148, 0.367], [0.148, 0.051, 0.094], [1.345, 0.186, 0.513], [-0.164, -0.272, -0.425], [-0.191, -0.061, -0.079], [2.950, -2.129, 0.107], [0.323, 0.380, 0.178], [0.007, 0.061, -0.029], [-0.007, -0.060, -0.052], [0.127, 0.120, -0.172], [0.000, -0.060, 0.081], [0.040, 0.020, -0.069], [-0.035, -0.128, -0.070], [-0.186, -0.072, 0.007], [-0.047, 0.055, 0.222], [0.287, 0.070, -0.020], [-0.040, 0.045, 0.077], [0.061, 0.034, -0.029], [0.089, 0.130, 0.162], [-0.154, -0.101, -0.027], [0.043, -0.026, -0.014], [-0.128, -0.176, -0.048], [0.016, -0.067, 0.055]], "total_charge": 1}

***

{"formula": "C13H15BeN3O4STe", "method": "ωB97M-V with the def2-TZVPD basis set", "species": ["Be", "O", "C", "O", "C", "C", "C", "C", "C", "N", "C", "O", "O", "H", "H", "H", "N", "C", "C", "N", "H", "H", "H", "H", "H", "H", "H", "H", "H", "Te", "C", "C", "C", "C", "S", "H", "H", "H"], "xyz": [[0.163693, 0.668607, -0.073126], [-3.321404, 3.437376, -0.431514], [-2.370887, 2.686438, -0.248001], [-2.202947, 1.788166, 0.629264], [-1.139470, 2.913333, -1.147836], [-1.116092, 3.900024, -2.120618], [0.039401, 4.100930, -2.859630], [1.168923, 3.340342, -2.586313], [1.071633, 2.367890, -1.617268], [-0.064638, 2.147043, -0.938739], [2.181002, 1.428876, -1.185123], [3.317088, 1.563298, -1.583089], [1.740561, 0.540911, -0.340267], [-2.013241, 4.485118, -2.263026], [0.064306, 4.852102, -3.638456], [2.104253, 3.476095, -3.110517], [-0.224667, -2.347676, 2.601417], [-0.697164, -0.944380, 2.787537], [0.454572, 0.061444, 2.697681], [0.089213, 1.081480, 1.719700], [-0.990140, -3.005529, 2.745536], [0.534763, -2.579959, 3.239153], [0.114529, -2.495299, 1.629189], [-1.221605, -0.873134, 3.738096], [-1.389567, -0.754753, 1.963092], [1.369353, -0.419936, 2.336680], [0.662304, 0.484956, 3.682212], [0.659340, 1.914081, 1.836165], [-0.893043, 1.377566, 1.791146], [-1.463345, -1.000969, -0.614970], [-0.308037, -2.754442, -0.927120], [-0.701880, -4.031770, -1.181016], [0.359043, -4.989835, -1.190756], [1.572847, -4.447856, -0.937542], [1.432380, -2.726953, -0.736197], [-1.737616, -4.289049, -1.359738], [0.210368, -6.042870, -1.388756], [2.546180, -4.911655, -0.917233]], "forces_ev_per_a": [[0.356, 0.590, 0.793], [0.010, -0.100, -0.131], [0.118, 0.163, 0.328], [-0.184, -0.178, -0.160], [-0.055, -0.174, 0.011], [0.049, 0.060, -0.035], [-0.074, -0.005, 0.080], [0.114, 0.006, -0.058], [-0.174, -0.050, 0.033], [-0.015, 0.101, -0.278], [0.281, 0.085, -0.135], [-0.167, -0.038, 0.028], [-0.179, -0.273, -0.073], [-0.001, -0.015, 0.003], [0.012, 0.021, 0.017], [0.009, -0.030, 0.023], [0.061, -0.179, -0.307], [-0.004, 0.570, 0.221], [0.029, -0.214, -0.162], [0.004, 0.112, -0.145], [-0.016, -0.042, -0.043], [0.012, -0.061, 0.005], [-0.093, 0.180, -0.048], [0.044, -0.198, 0.052], [-0.039, -0.157, 0.195], [0.021, -0.062, 0.076], [0.021, 0.012, -0.022], [0.048, -0.063, -0.026], [-0.049, 0.166, -0.156], [-0.220, -0.394, -0.417], [0.825, 0.185, 0.173], [-0.288, -0.161, 0.009], [-0.116, -0.170, -0.039], [0.015, 0.676, -0.021], [-0.282, -0.265, 0.200], [0.008, -0.035, 0.021], [-0.020, 0.017, -0.001], [-0.061, -0.079, -0.013]], "total_charge": 0}

***

One value per record, in order, for E_HOMO: -8.504, -11.511, -7.324 eV.
One value per record, in order, for DFT total energy: -20127.8035, -106153.8272, -44917.9253 eV.